1.
Computed, not measured: a cluster of 3 separate species, C33H63N4O4 in total at a distorted geometry, with wB97M-V/def2-TZVPD.

```
104
Properties=species:S:1:pos:R:3
C -4.8489 -1.5628 1.0646
C -4.8037 -0.1723 1.7205
C -3.4641 0.2260 2.3688
N -2.9282 -0.8643 3.2550
C -1.5581 -1.3833 2.9398
N -1.5366 -2.4055 1.9108
C -0.6648 -0.1628 2.6651
C 0.7935 -0.7107 2.4152
C 1.1447 -0.9062 0.9396
C 2.2834 -1.9635 0.8278
C 1.7137 -3.3981 0.8320
C 2.3603 -4.3089 -0.2488
O 1.3866 -4.9077 -1.1140
C 0.5475 -5.7778 -0.4740
C -0.9029 -5.3351 -0.4269
O 0.9085 -6.8137 0.0382
C -0.5908 0.7957 3.8202
C -0.5461 2.1607 3.6402
C -0.4573 2.9466 4.7539
N -0.3752 2.5446 6.0072
C -0.4140 1.2322 6.1807
C -0.5252 0.3731 5.1221
O -1.0884 0.4112 1.4452
C -2.4222 0.9181 1.4269
N -2.9002 1.1460 0.0630
C -2.2475 2.3910 -0.3922
C -2.7261 0.0401 -0.8071
C -3.2049 0.2106 -2.2525
O -2.2989 -1.0417 -0.4720
H -5.1528 -1.4668 0.0250
H -3.9004 -2.0959 1.0511
H -5.5907 -2.2202 1.5140
H -5.1718 0.6266 1.0918
H -5.4982 -0.2016 2.5661
H -3.7814 0.9990 3.0639
H -2.8663 -0.5126 4.2130
H -3.5586 -1.6693 3.3242
H -1.1850 -1.8334 3.8642
H -2.3267 -3.0241 2.0907
H -0.7402 -2.9978 2.1307
H 1.5000 -0.0420 2.9006
H 0.8404 -1.6613 2.9546
H 1.5330 0.0264 0.5396
H 0.3190 -1.2829 0.3447
H 2.9262 -1.8278 1.6991
H 2.8586 -1.7369 -0.0679
H 1.8418 -3.8406 1.8185
H 0.6603 -3.3325 0.5615
H 2.9824 -3.6880 -0.8809
H 2.9242 -5.0957 0.2502
H -1.0414 -4.4310 -1.0193
H -1.1959 -5.1014 0.5941
H -1.5601 -6.1005 -0.8303
H -0.5794 2.5781 2.6475
H -0.4526 4.0203 4.5937
H -0.3370 0.8296 7.1807
H -0.5320 -0.6912 5.3320
H -2.3299 1.9321 1.8107
H -2.6050 3.2737 0.1346
H -1.1694 2.3719 -0.2121
H -2.3678 2.6115 -1.4488
H -4.1899 0.6817 -2.2784
H -2.5517 0.8807 -2.8085
H -3.2717 -0.7600 -2.7251
C 5.5276 -0.5338 2.7777
C 6.6136 0.1855 1.9856
C 6.4470 0.0409 0.4735
C 6.5331 -1.3935 -0.0522
C 7.8306 -2.1276 0.2828
C 9.0689 -1.4734 -0.3230
H 5.5428 -1.6100 2.5958
H 5.6675 -0.3791 3.8488
H 4.5387 -0.1519 2.5083
H 7.5964 -0.1747 2.2990
H 6.5858 1.2491 2.2364
H 7.1995 0.6578 -0.0244
H 5.4775 0.4598 0.1813
H 6.4078 -1.3715 -1.1395
H 5.6889 -1.9751 0.3341
H 7.7552 -3.1506 -0.0947
H 7.9522 -2.2109 1.3663
H 8.9884 -1.4225 -1.4105
H 9.9613 -2.0513 -0.0805
H 9.2197 -0.4622 0.0574
C -4.7776 5.4771 -4.3804
C -3.9988 4.1856 -4.1526
C -2.5614 4.2468 -4.6690
C -2.4245 4.4709 -6.1751
C -3.1247 3.4291 -7.0464
C -2.5731 2.0177 -6.8636
H -4.8734 5.7074 -5.4415
H -5.7855 5.3931 -3.9715
H -4.2869 6.3198 -3.8892
H -4.5381 3.3541 -4.6156
H -3.9702 3.9612 -3.0804
H -2.0460 3.3206 -4.3909
H -2.0311 5.0509 -4.1484
H -1.3598 4.4882 -6.4270
H -2.8074 5.4618 -6.4325
H -3.0046 3.7186 -8.0928
H -4.2006 3.4305 -6.8517
H -1.5075 1.9836 -7.0985
H -3.0843 1.3200 -7.5281
H -2.7111 1.6584 -5.8416
```

Values from the calculation:
LUMO: -3.08 eV
HOMO energy: -12.3 eV
total charge: +1
maximum force: 2.0 eV/Å
Kohn-Sham gap: 9.21 eV



2.
Computed, not measured: a cluster of 3 separate species, C33H64F4IN3O10P2 in total at a distorted geometry, with wB97M-V/def2-TZVPD.

```
117
Properties=species:S:1:pos:R:3
C -7.6600 2.9737 0.1062
C -7.4079 2.5711 1.6203
C -6.3619 1.3731 1.7664
N -5.7109 1.0241 0.4892
C -4.6587 0.0073 0.6360
C -5.0933 -1.3052 1.3632
C -5.9061 -2.3247 0.4869
C -6.3204 -3.5249 1.4634
I -7.7528 -1.5511 -0.3346
O -4.2370 -0.3883 -0.6883
C -3.2586 0.4933 -1.2187
C -1.7854 0.0145 -0.8682
N -1.3878 -1.1418 -1.6934
C -0.7296 1.1968 -0.9535
C 0.3422 0.9816 0.1931
C 1.0631 2.3223 0.6386
N 0.6525 2.8296 1.9585
C 1.0042 1.9113 3.0683
C -0.1580 2.0214 4.1146
C -0.1339 3.0402 5.1542
C -1.2478 3.1411 6.0778
C -2.4066 2.2682 6.0211
C -2.4079 1.2433 5.0091
C -1.3021 1.1233 4.0668
O -1.4081 0.1085 3.1039
C -3.5304 0.6531 -2.7514
F -2.3845 0.8713 -3.4973
F -4.3223 1.7927 -2.9506
C -4.3087 -0.5234 -3.4433
F -5.6549 -0.5536 -3.1561
F -3.7860 -1.7746 -3.2039
H -6.7267 3.4983 -0.2420
H -8.5613 3.6266 0.0231
H -7.7678 2.0727 -0.5517
H -7.1428 3.4467 2.2580
H -8.4063 2.2086 1.9916
H -6.9837 0.4924 2.0837
H -5.6435 1.5510 2.6179
H -5.2153 1.8819 0.2118
H -3.7411 0.4426 1.1310
H -5.6540 -1.1548 2.3132
H -4.1379 -1.8328 1.6496
H -5.2429 -2.7915 -0.2797
H -6.5145 -3.1470 2.5053
H -5.5486 -4.3273 1.5090
H -7.3180 -3.8980 1.1109
H -3.3430 1.5263 -0.7712
H -1.8444 -0.3615 0.1936
H -1.4931 -2.0088 -1.1762
H -0.4617 -1.0375 -2.0989
H -1.2069 2.2058 -0.9096
H -0.2151 1.0654 -1.9384
H -0.1549 0.5035 1.0717
H 1.1532 0.2926 -0.1707
H 0.7512 3.1080 -0.1075
H 2.1735 2.2460 0.5654
H -0.3619 2.9397 2.0098
H 1.9360 2.2893 3.5726
H 1.2025 0.8545 2.7628
H 0.7010 3.7552 5.2821
H -1.2394 3.9271 6.8609
H -3.2700 2.3605 6.7072
H -3.2568 0.5385 4.9021
H -1.2058 -0.7527 3.5075
H -4.2269 -0.3527 -4.5524
C 5.1565 3.0491 -6.0784
C 4.0759 2.7217 -5.0636
O 2.9357 2.1455 -5.6954
P 2.9715 0.5404 -6.0535
O 2.7888 -0.0241 -4.6646
O 1.4051 0.3661 -6.5532
C 0.6010 -0.7034 -6.0552
C -0.3510 -0.1909 -4.9949
O 3.3557 0.9300 -7.6435
C 3.4912 -0.1614 -8.5733
C 2.2386 -0.2998 -9.4187
H 5.5695 2.1362 -6.5146
H 5.9721 3.6034 -5.6095
H 4.7489 3.6422 -6.8984
H 4.4603 2.0526 -4.2878
H 3.7404 3.6378 -4.5747
H 1.2180 -1.5211 -5.6787
H 0.0250 -1.1001 -6.8964
H 0.1863 0.2888 -4.1748
H -0.9553 -1.0041 -4.5879
H -1.0183 0.5626 -5.4156
H 3.7179 -1.0936 -8.0490
H 4.3397 0.0741 -9.2184
H 1.4413 -0.7886 -8.8596
H 2.4401 -0.9087 -10.3025
H 1.8642 0.6765 -9.7289
C 3.8890 -0.5428 6.5595
C 3.5892 -0.4197 5.0766
O 4.6538 -0.9516 4.2932
P 4.7119 -2.5790 4.0634
O 3.5833 -2.7262 3.0707
O 5.9530 -2.6269 2.9710
C 5.8325 -3.3874 1.7694
C 5.5417 -2.4719 0.5978
O 5.8735 -2.6830 5.2738
C 6.4217 -3.9863 5.5493
C 7.7835 -4.1403 4.8977
H 3.9031 -1.5913 6.8674
H 3.1329 -0.0226 7.1512
H 4.8704 -0.1260 6.7907
H 2.6465 -0.9166 4.8268
H 3.4899 0.6336 4.8084
H 5.0743 -4.1661 1.8672
H 6.7886 -3.8924 1.6041
H 4.6356 -1.8867 0.7620
H 5.4243 -3.0463 -0.3236
H 6.3576 -1.7581 0.4633
H 5.7370 -4.7736 5.2226
H 6.5276 -4.0639 6.6329
H 7.6866 -4.3345 3.8299
H 8.3232 -4.9822 5.3361
H 8.3770 -3.2321 5.0085
```

Values from the calculation:
LUMO: -1.10 eV
HOMO energy: -8.5 eV
structure (SMILES): CCCN[C@@H](C[C@@H](C)I)O[C@@H]([C@@H](N)CCCNCc1ccccc1O)C(F)(F)C(F)F.CCOP(=O)(OCC)OCC.CCOP(=O)(OCC)OCC
maximum force: 8.6 eV/Å
Kohn-Sham gap: 7.39 eV



3.
Computed, not measured: a cluster of 5 separate species, C33H65ClN2O8 in total at a distorted geometry, with wB97M-V/def2-TZVPD.

```
109
Properties=species:S:1:pos:R:3
C 0.9929 0.6505 -0.0336
C 0.8868 1.9956 0.6895
C 0.6561 1.7091 2.1970
C -0.2786 2.8616 0.1959
C -0.5248 2.9051 -1.3085
C 0.1129 4.0979 -2.0493
C 1.4605 4.5879 -1.5525
N 2.5395 3.5859 -1.6156
O -1.9581 3.0409 -1.5088
C -2.5589 1.8414 -1.9989
C -2.3464 1.7494 -3.5062
C -2.4590 0.3332 -4.0597
C -1.2229 -0.4715 -3.7502
O -0.6115 -0.2949 -2.7324
N -0.7764 -1.4109 -4.7436
C 0.6340 -1.7155 -4.5563
C 1.5666 -0.8536 -5.1259
C 2.9279 -1.0782 -4.9425
C 3.3420 -2.1756 -4.1858
C 2.4069 -3.0507 -3.6403
C 1.0460 -2.8281 -3.8252
C -4.0520 1.8960 -1.6354
O -4.3802 0.9895 -0.5975
C -4.1246 1.4945 0.7020
C -3.4031 0.4573 1.5960
C -3.5126 -0.9663 1.1477
O -4.1394 -1.7813 1.7159
Cl -2.5907 -1.4569 -0.2825
H 1.6370 -0.0109 0.5415
H 0.0272 0.1661 -0.1550
H 1.4728 0.7639 -1.0039
H 1.8480 2.4927 0.6109
H 0.0138 2.4649 2.6412
H 1.5863 1.6268 2.7454
H 0.0955 0.7783 2.2732
H -0.0920 3.8796 0.5318
H -1.1829 2.5214 0.6935
H -0.2356 1.9848 -1.8091
H -0.6269 4.8937 -2.0467
H 0.2597 3.8105 -3.0911
H 1.3928 5.0421 -0.5657
H 1.7525 5.3963 -2.2152
H 3.0702 3.7395 -2.4608
H 2.1597 2.6518 -1.6908
H -2.1558 0.9819 -1.4759
H -3.1074 2.3660 -3.9836
H -1.3960 2.2096 -3.7565
H -3.3183 -0.1653 -3.6089
H -2.6022 0.3545 -5.1341
H -1.2671 -2.2884 -4.5895
H 1.2352 -0.0048 -5.7030
H 3.6516 -0.4075 -5.3763
H 4.3909 -2.3559 -4.0116
H 2.7242 -3.9011 -3.0566
H 0.2841 -3.4618 -3.3950
H -4.2946 2.9242 -1.3723
H -4.6333 1.5961 -2.5042
H -3.4716 2.3583 0.6241
H -5.0716 1.7775 1.1538
H -2.3640 0.7463 1.7255
H -3.8637 0.4760 2.5766
C 4.5120 -5.1101 0.6725
C 3.6000 -5.7195 -0.3811
C 3.3286 -7.1901 -0.1027
O 4.1707 -5.5598 -1.6809
H 5.4807 -5.6172 0.6771
H 4.6942 -4.0569 0.4572
H 4.0766 -5.1916 1.6695
H 2.6558 -5.1731 -0.4037
H 4.2617 -7.7597 -0.1215
H 2.6734 -7.6096 -0.8664
H 2.8606 -7.3291 0.8729
H 5.0100 -6.0313 -1.6974
C -0.0191 -3.0563 2.7102
C -1.0496 -3.8214 3.5296
C -1.6188 -4.9957 2.7476
O -2.0993 -2.9476 3.9380
H -0.4793 -2.6481 1.8050
H 0.3788 -2.2174 3.2830
H 0.8110 -3.7001 2.4132
H -0.5872 -4.1842 4.4498
H -2.1250 -4.6408 1.8458
H -2.3556 -5.5326 3.3461
H -0.8337 -5.6939 2.4520
H -2.5286 -2.6120 3.1433
C -2.1117 -3.3512 7.6575
C -1.0150 -4.3912 7.8152
C -1.4354 -5.7324 7.2319
O -0.6611 -4.5430 9.1909
H -3.0146 -3.6599 8.1926
H -1.7975 -2.3951 8.0774
H -2.3677 -3.2014 6.6068
H -0.1104 -4.0443 7.3136
H -2.3158 -6.1155 7.7549
H -0.6386 -6.4679 7.3492
H -1.6778 -5.6445 6.1713
H -1.4439 -4.8488 9.6606
C 2.5728 9.1974 -3.1023
C 1.0747 8.9584 -2.9886
C 0.3929 10.0610 -2.1930
O 0.8227 7.6878 -2.3880
H 3.0333 9.2068 -2.1107
H 3.0452 8.3989 -3.6751
H 2.7869 10.1493 -3.5901
H 0.6375 8.9059 -3.9862
H 0.7890 10.0962 -1.1745
H -0.6787 9.8738 -2.1213
H 0.5461 11.0370 -2.6556
H 1.1977 7.7016 -1.5006
```

Values from the calculation:
LUMO: 0.55 eV
HOMO energy: -8.9 eV
structure (SMILES): CC(C)C[C@H](CCN)O[C@H](CCC(=O)Nc1ccccc1)COCCC(=O)Cl.CC(C)O.CC(C)O.CC(C)O.CC(C)O
maximum force: 1.4 eV/Å
Kohn-Sham gap: 9.47 eV



4.
Computed, not measured: a structure of composition C33H65Li3O15P at a distorted geometry, with wB97M-V/def2-TZVPD.

```
117
Properties=species:S:1:pos:R:3
Li -3.3194 0.6834 2.2750
Li -2.6888 3.0761 0.5790
Li -0.8453 2.7941 2.9865
P -3.2293 3.0711 3.0245
O -4.1036 4.0179 3.8827
O -2.4711 1.8329 3.6130
O -2.2301 3.9713 2.2996
O -4.1242 2.5423 1.8774
O -0.0157 0.0763 0.0210
C -0.7000 1.0368 0.6758
O -0.1019 1.9220 1.2214
O -1.9238 1.0960 0.5276
H 0.8114 0.5367 0.1804
C 3.9810 1.4712 -2.4453
C 3.8389 2.4438 -3.5708
C 3.8031 3.7457 -2.8152
O 3.1629 3.4147 -1.5724
C 3.3102 2.0477 -1.1493
H 5.0124 1.2044 -2.2150
H 3.5754 0.4870 -2.6801
H 2.8695 2.3043 -4.0492
H 4.6605 2.4543 -4.2871
H 3.2944 4.5622 -3.3277
H 4.8508 4.0023 -2.6590
H 2.4104 1.4824 -0.9066
H 4.0972 1.9743 -0.3988
C -4.3354 2.8694 -3.3659
C -5.6400 2.9261 -2.5383
C -5.1019 3.7340 -1.3324
O -3.7459 3.3203 -1.1955
C -3.3154 2.4874 -2.2922
H -4.2005 3.7998 -3.9176
H -4.4023 2.2045 -4.2270
H -5.9122 1.9062 -2.2667
H -6.5036 3.3531 -3.0481
H -5.6747 3.5307 -0.4276
H -5.2013 4.7952 -1.5607
H -3.2523 1.4232 -2.0651
H -2.3256 2.7801 -2.6427
C 1.0875 1.3086 5.9806
C 2.3109 1.8483 5.2325
C 1.7226 2.5476 4.0546
O 0.4713 3.0199 4.5390
C 0.0915 2.4548 5.8206
H 1.2417 1.0816 7.0355
H 0.7174 0.3797 5.5467
H 3.0594 1.1224 4.9148
H 2.7880 2.6134 5.8449
H 1.5991 1.8408 3.2340
H 2.3241 3.3744 3.6769
H -0.8968 1.9953 5.8309
H 0.2279 3.2144 6.5904
C -4.2164 -1.8242 -2.7109
C -3.3511 -1.9954 -1.4370
C -2.2984 -3.0787 -1.8675
O -2.8058 -3.6311 -3.0549
C -4.1788 -3.2562 -3.2238
H -3.8177 -1.0618 -3.3802
H -5.2283 -1.5072 -2.4584
H -3.8524 -2.3240 -0.5266
H -2.8366 -1.0915 -1.1109
H -2.2604 -3.8972 -1.1487
H -1.3045 -2.7150 -2.1282
H -4.8483 -3.9312 -2.6907
H -4.4680 -3.3402 -4.2714
C -0.7367 -1.4786 3.9575
C -0.6840 -2.4775 2.7635
C -1.9480 -2.1018 1.9715
O -2.7558 -1.1961 2.7859
C -2.1881 -1.2637 4.1265
H -0.2771 -0.5101 3.7604
H -0.1793 -1.8456 4.8193
H -0.7627 -3.5000 3.1328
H 0.2209 -2.4031 2.1604
H -2.5119 -3.0288 1.8673
H -1.6640 -1.7587 0.9767
H -2.6757 -2.0999 4.6277
H -2.5035 -0.4136 4.7313
C 1.3720 -4.2951 -1.8127
C 2.7926 -4.0941 -1.7501
C 3.1219 -3.9936 -0.2157
O 1.8258 -4.0320 0.4202
C 0.8323 -3.6807 -0.5063
H 1.1319 -5.3519 -1.6962
H 0.8357 -3.8792 -2.6657
H 3.1114 -3.1752 -2.2420
H 3.3389 -4.9131 -2.2179
H 3.5849 -3.0347 0.0171
H 3.7282 -4.8511 0.0760
H 0.7936 -2.5916 -0.5258
H -0.1570 -4.0337 -0.2151
C 4.6635 -1.3221 2.6327
C 3.1696 -1.5759 2.8863
C 2.4099 -0.6642 1.8852
O 3.3852 0.3232 1.5717
C 4.6733 -0.2365 1.4921
H 5.1382 -2.2297 2.2600
H 5.1852 -1.0382 3.5467
H 2.9765 -1.3310 3.9308
H 2.8219 -2.5848 2.6640
H 1.4492 -0.2725 2.2194
H 2.0917 -1.1847 0.9819
H 5.4166 0.5181 1.7493
H 4.8692 -0.6182 0.4901
C 0.9587 -0.6004 -3.2990
C 1.6077 -0.4746 -4.6413
C 0.7045 0.5869 -5.3910
O -0.4319 0.8226 -4.5223
C -0.5071 -0.2787 -3.5378
H 1.3183 0.1932 -2.6440
H 1.1291 -1.5365 -2.7672
H 1.5460 -1.3603 -5.2736
H 2.6604 -0.1938 -4.6086
H 0.3335 0.2037 -6.3416
H 1.2968 1.4885 -5.5470
H -1.0624 -1.1129 -3.9666
H -1.0420 -0.0458 -2.6170
```

Values from the calculation:
LUMO: 2.02 eV
HOMO energy: -3.0 eV
total charge: -1
ΔE to the lowest compared entry with this formula, charge and spin: 46.7 kcal per mole
maximum force: 5.7 eV/Å
Kohn-Sham gap: 5.01 eV



- What is the maximum force in the fourth record?
  5.7 eV/Å